[1]
C30H47AsGaN2O5SSi3 as an isolated structure. Source: the Open Molecules 2025 dataset; level of theory: ωB97M-V/def2-TZVPD.

Values from the calculation:
- orbital gap (Eh) = 0.2482
- total charge = -1
- DFT total energy (hartree) = -7084.52777

```
90
Properties=species:S:1:pos:R:3:nbo_charge:R:1
Ga 0.34560 -0.69252 -0.34681 1.761
C 4.55739 -1.18049 -1.39330 -0.258
C 5.13547 -1.21321 -0.13120 -0.141
C 4.33664 -1.09816 0.98702 -0.244
C 2.95754 -0.93611 0.84788 0.242
N 2.42977 -0.88100 -0.38361 -0.542
C 3.19178 -1.02051 -1.46371 0.116
C 2.00990 -0.83471 1.99338 -0.056
C 2.45273 -0.87877 3.31724 -0.215
C 1.52473 -0.79406 4.34231 -0.241
C 0.17028 -0.67139 4.04466 -0.193
C -0.25332 -0.62065 2.72547 -0.208
C 0.65480 -0.70227 1.67228 -0.474
H 5.13998 -1.29068 -2.29619 0.218
H 6.20468 -1.34423 -0.02078 0.210
H 4.77322 -1.14317 1.97331 0.215
H 2.67295 -1.02303 -2.41355 0.208
H 3.50101 -0.98165 3.56861 0.194
H 1.85393 -0.83210 5.37353 0.202
H -0.55251 -0.61854 4.85060 0.205
H -1.31167 -0.53112 2.50542 0.217
O -1.22889 -0.21330 -1.01636 -1.457
C 1.72538 5.25055 0.97772 -1.119
Si 1.76804 3.36525 1.03084 1.408
C 1.12752 2.87446 2.72475 -1.125
C 3.57602 2.85466 0.87875 -1.118
As 0.55143 2.09749 -0.55257 -0.503
Si 1.38286 3.00336 -2.56919 1.424
C 2.98487 2.10344 -2.98192 -1.115
C 1.78895 4.84320 -2.59992 -1.119
C 0.19305 2.64697 -3.97431 -1.120
Si -1.68491 2.80379 -0.32216 1.512
C -1.83489 4.65829 0.01575 -1.129
C -2.68691 2.37495 -1.83790 -1.146
C -2.41159 1.88524 1.13041 -1.148
H 2.34178 5.61722 1.80575 0.225
H 0.71722 5.64290 1.11395 0.235
H 2.12593 5.66699 0.05507 0.231
H 1.73021 3.35518 3.50159 0.225
H 1.16683 1.79309 2.87258 0.257
H 0.09053 3.19148 2.85853 0.233
H 4.16425 3.32694 1.67112 0.227
H 3.99700 3.16320 -0.08108 0.227
H 3.69030 1.77110 0.96532 0.241
H 3.75612 2.24359 -2.22214 0.234
H 3.37138 2.47124 -3.93727 0.226
H 2.80540 1.03366 -3.08111 0.233
H 2.63319 5.06506 -1.94578 0.229
H 0.94459 5.46537 -2.29887 0.236
H 2.07772 5.12234 -3.61813 0.228
H -0.08124 1.59055 -3.99696 0.259
H 0.67655 2.90778 -4.92115 0.223
H -0.72376 3.23002 -3.89642 0.234
H -1.34981 5.27807 -0.74129 0.227
H -1.41679 4.91674 0.99083 0.225
H -2.89995 4.90931 0.03457 0.228
H -2.41976 2.94768 -2.72599 0.218
H -3.74109 2.57782 -1.61867 0.221
H -2.53811 1.30775 -2.02004 0.306
H -1.88834 2.07245 2.07071 0.229
H -2.33741 0.82500 0.87689 0.289
H -3.45941 2.17412 1.25792 0.225
C -5.34484 -1.94790 -2.46938 -0.631
C -4.70331 -2.71701 -1.34579 0.006
C -3.55932 -2.22525 -0.72558 -0.226
C -2.94176 -2.94244 0.28714 -0.099
C -3.46276 -4.17217 0.66341 -0.403
C -4.60148 -4.68591 0.05369 -0.187
C -5.21692 -3.95143 -0.94612 -0.239
S -2.65119 -5.11752 1.90986 2.332
O -1.94696 -4.20287 2.75834 -0.940
O -3.58695 -6.05828 2.47066 -0.969
N -1.54642 -6.04229 1.11943 -0.875
C -0.61917 -5.43810 0.14507 -0.223
C 0.53974 -4.67978 0.78477 -0.527
C 1.13815 -3.66671 -0.19556 0.806
O 2.30174 -3.77790 -0.57704 -0.705
O 0.30214 -2.75207 -0.54865 -0.831
H -5.22035 -0.87482 -2.32546 0.225
H -6.41145 -2.16664 -2.54448 0.201
H -4.88204 -2.20610 -3.42472 0.219
H -3.07977 -1.29127 -1.01841 0.288
H -2.03724 -2.54403 0.72803 0.249
H -4.99889 -5.64049 0.37301 0.226
H -6.10857 -4.34244 -1.42475 0.199
H -1.95716 -6.92553 0.85812 0.402
H -1.15084 -4.78225 -0.54920 0.216
H -0.22857 -6.27266 -0.43991 0.198
H 1.31912 -5.37248 1.10420 0.207
H 0.17584 -4.13032 1.65291 0.248
```

[2]
A 2-piece molecular cluster, C17H16F3N2O5S overall. Source: the Open Molecules 2025 dataset; level of theory: ωB97M-V/def2-TZVPD.

Values from the calculation:
- orbital gap (Eh) = 0.2172
- total charge = -1
- DFT total energy (hartree) = -1840.74095

```
44
Properties=species:S:1:pos:R:3:nbo_charge:R:1
O -2.68692 -3.27211 -0.44620 -0.378
N -1.43715 -3.28661 -0.44059 0.508
O -0.76238 -4.34506 -0.49924 -0.426
C -0.70767 -2.05945 -0.36693 0.000
C 0.68980 -2.14174 -0.37206 -0.240
C 1.42463 -0.95406 -0.37215 -0.233
C 0.79860 0.29797 -0.35340 -0.206
C -0.62944 0.40465 -0.25040 -0.064
C -1.29209 1.66255 -0.11396 -0.266
N -2.65271 1.76211 -0.14102 0.455
O -3.21590 2.89373 -0.17713 -0.545
O -3.37422 0.70944 -0.15830 -0.552
C -1.35921 -0.80895 -0.29389 -0.167
H 1.15220 -3.12800 -0.36879 0.232
H 2.51388 -1.02398 -0.41121 0.200
H 1.34493 1.23697 -0.44967 0.196
H -0.73488 2.59451 -0.05237 0.194
H -2.43807 -0.72490 -0.27591 0.293
C 4.23684 2.70335 4.12570 -0.625
C 2.99158 1.83904 4.08598 0.246
C 2.02236 2.39354 3.05122 -0.650
C 3.37470 0.39986 3.71477 -0.053
C 3.14673 -0.68177 4.55559 -0.152
C 3.49667 -1.97339 4.13212 -0.219
C 4.07016 -2.19440 2.87862 -0.218
C 4.29270 -1.09282 2.04342 -0.204
C 3.96309 0.18481 2.46507 -0.213
O 2.43490 1.72162 5.41008 -0.672
S 1.15162 2.71099 5.92269 0.495
C 1.22357 2.18761 7.67906 0.817
F 2.17896 2.87321 8.38421 -0.327
F 0.02111 2.35841 8.32208 -0.320
F 1.54119 0.85676 7.73494 -0.319
H 4.70637 2.71955 3.13373 0.213
H 3.99010 3.73644 4.40332 0.214
H 4.96261 2.29613 4.84118 0.221
H 2.47727 2.32320 2.05121 0.231
H 1.09576 1.79995 3.02479 0.247
H 1.79159 3.45789 3.21844 0.217
H 2.69562 -0.54103 5.53891 0.226
H 3.30596 -2.80578 4.81004 0.210
H 4.34180 -3.19990 2.54983 0.215
H 4.73043 -1.23136 1.05501 0.211
H 4.14887 1.04747 1.82458 0.205
```